[1]
{
  "formula": "C21H21FN2O3",
  "method": "ωB97M-V with the def2-TZVPD basis set",
  "homo_ha": -0.303,
  "smiles": "C=CCNC(=O)[C@@H]1CC(=O)N(c2ccc(OCc3ccc(F)cc3)cc2)C1",
  "lumo_energy_ev": 0.57,
  "spin_multiplicity": 1,
  "homo_lumo_gap_ev": 8.81,
  "de_lowest_ev": 0.088,
  "species": ["F", "O", "O", "O", "N", "N", "C", "C", "C", "C", "C", "C", "C", "C", "C", "C", "C", "C", "C", "C", "C", "C", "C", "C", "C", "C", "C", "H", "H", "H", "H", "H", "H", "H", "H", "H", "H", "H", "H", "H", "H", "H", "H", "H", "H", "H", "H", "H"],
  "xyz": [[4.873, -3.569, 0.256], [-2.226, 0.865, -2.520], [-5.290, -0.762, 1.699], [3.181, 2.514, 0.639], [-3.516, -1.266, 0.403], [-2.207, 1.491, -0.304], [-4.475, -0.438, 0.862], [0.920, 2.794, 1.156], [5.088, -1.600, -1.018], [-4.289, 1.006, -1.238], [1.886, 2.208, 0.339], [-2.788, 1.102, -1.475], [-3.416, -2.652, 0.817], [4.178, -1.536, 1.220], [-3.176, 1.722, 0.751], [4.206, 1.989, -0.174], [1.472, 1.379, -0.697], [-4.436, 0.979, 0.281], [0.126, 1.145, -0.909], [4.017, -0.167, 1.106], [4.378, 0.493, -0.062], [-3.645, -3.578, -0.339], [4.914, -0.233, -1.119], [-2.799, -4.517, -0.715], [-0.839, 1.735, -0.099], [4.713, -2.233, 0.153], [-0.421, 2.563, 0.942], [4.053, 2.277, -1.223], [-5.342, 1.479, 0.627], [-4.709, 0.136, -1.741], [-2.801, 1.338, 1.704], [1.247, 3.437, 1.958], [-2.881, -0.965, -0.320], [-4.756, 1.896, -1.666], [3.603, 0.397, 1.927], [-4.191, -2.797, 1.577], [2.187, 0.896, -1.344], [-4.575, -3.421, -0.870], [5.197, 0.276, -2.030], [5.503, -2.176, -1.831], [-3.382, 2.794, 0.859], [-0.174, 0.508, -1.723], [-1.140, 3.043, 1.587], [5.115, 2.486, 0.186], [-3.001, -5.167, -1.549], [-1.869, -4.683, -0.195], [-2.433, -2.833, 1.264], [3.898, -2.061, 2.120]],
  "mulliken_charge": [-0.327, -0.653, -0.680, -0.443, -0.051, 0.196, 0.292, -0.905, -0.566, -0.901, 0.583, 0.421, -0.916, -0.630, -1.141, -0.827, -0.230, 0.217, -0.821, -0.101, 0.170, 0.031, -0.356, -0.770, 0.495, 0.376, -0.334, 0.424, 0.423, 0.327, 0.534, 0.426, 0.188, 0.345, 0.426, 0.394, 0.354, 0.289, 0.378, 0.422, 0.503, 0.408, 0.401, 0.321, 0.265, 0.247, 0.356, 0.442]
}

=====

[2]
{
  "formula": "C10H21N2O2",
  "method": "ωB97M-V with the def2-TZVPD basis set",
  "homo_ha": -0.442,
  "lumo_energy_ev": -2.65,
  "spin_multiplicity": 1,
  "homo_lumo_gap_ev": 9.37,
  "de_lowest_ev": 0.880,
  "total_charge": 1,
  "species": ["O", "O", "N", "N", "C", "C", "C", "C", "C", "C", "C", "C", "C", "C", "H", "H", "H", "H", "H", "H", "H", "H", "H", "H", "H", "H", "H", "H", "H", "H", "H", "H", "H", "H", "H"],
  "xyz": [[1.441, -1.267, -1.612], [-2.493, -0.948, 0.046], [-2.255, 0.166, 2.356], [3.253, -0.687, -2.793], [-2.237, 0.337, 3.897], [3.994, -0.120, -3.909], [-1.686, -1.113, -1.239], [1.044, -0.160, -3.702], [-0.792, 0.735, 4.251], [-0.431, 0.291, 0.522], [-0.829, 0.039, 1.984], [1.917, -0.747, -2.618], [-0.263, 1.164, 2.868], [-1.670, 0.083, -0.344], [3.777, -1.099, -2.036], [-0.087, 1.304, 0.334], [4.648, 0.676, -3.552], [-0.363, -0.851, 2.392], [-2.501, -0.638, 4.286], [1.212, -0.669, -4.651], [-2.938, 1.115, 4.171], [0.004, -0.286, -3.418], [4.608, -0.891, -4.374], [-0.804, 2.091, 2.656], [3.320, 0.287, -4.653], [-2.722, -0.720, 2.173], [-2.751, 0.924, 1.904], [1.248, 0.904, -3.826], [-2.153, 0.980, -0.740], [-0.225, -0.139, 4.557], [-2.448, -1.201, -1.998], [0.309, -0.420, 0.176], [-0.782, 1.507, 5.010], [0.801, 1.332, 2.774], [-1.148, -1.979, -0.890]],
  "mulliken_charge": [-0.665, -0.565, -0.161, -0.180, -0.518, -0.835, -0.973, -1.224, -0.629, -1.270, 0.373, 0.834, -0.842, 0.512, 0.242, 0.403, 0.289, 0.170, 0.306, 0.424, 0.382, 0.119, 0.294, 0.365, 0.320, 0.369, 0.361, 0.378, 0.432, 0.318, 0.396, 0.417, 0.367, 0.414, 0.378]
}

=====

[3]
{
  "formula": "C46H128N10O13",
  "method": "ωB97M-V with the def2-TZVPD basis set",
  "homo_ha": -0.321,
  "lumo_energy_ev": 0.34,
  "spin_multiplicity": 1,
  "homo_lumo_gap_ev": 9.07,
  "de_lowest_ev": 3.774,
  "species": ["O", "O", "O", "O", "O", "O", "O", "O", "O", "O", "O", "O", "O", "N", "N", "N", "N", "N", "N", "N", "N", "N", "N", "C", "C", "C", "C", "C", "C", "C", "C", "C", "C", "C", "C", "C", "C", "C", "C", "C", "C", "C", "C", "C", "C", "C", "C", "C", "C", "C", "C", "C", "C", "C", "C", "C", "C", "C", "C", "C", "C", "C", "C", "C", "C", "C", "C", "C", "C", "H", "H", "H", "H", "H", "H", "H", "H", "H", "H", "H", "H", "H", "H", "H", "H", "H", "H", "H", "H", "H", "H", "H", "H", "H", "H", "H", "H", "H", "H", "H", "H", "H", "H", "H", "H", "H", "H", "H", "H", "H", "H", "H", "H", "H", "H", "H", "H", "H", "H", "H", "H", "H", "H", "H", "H", "H", "H", "H", "H", "H", "H", "H", "H", "H", "H", "H", "H", "H", "H", "H", "H", "H", "H", "H", "H", "H", "H", "H", "H", "H", "H", "H", "H", "H", "H", "H", "H", "H", "H", "H", "H", "H", "H", "H", "H", "H", "H", "H", "H", "H", "H", "H", "H", "H", "H", "H", "H", "H", "H", "H", "H", "H", "H", "H", "H", "H", "H", "H", "H", "H", "H", "H", "H", "H", "H", "H", "H"],
  "xyz": [[-0.607, 4.008, 4.195], [3.670, 1.278, 3.823], [0.557, -5.999, -7.311], [-4.760, -3.912, -1.844], [-1.778, -1.007, -5.817], [3.317, -3.852, 1.371], [-0.102, -1.006, -1.663], [-0.166, 1.316, -5.710], [2.175, 5.799, 1.735], [4.989, 3.038, -2.787], [-0.777, -3.250, 5.340], [-2.267, 3.000, -1.638], [-2.868, -2.301, 1.671], [-0.120, -0.840, 1.330], [0.843, -0.218, 4.025], [5.783, 6.667, 1.402], [0.510, -5.123, -3.653], [1.414, 2.346, 5.753], [2.584, -4.670, -1.542], [-4.728, 0.988, 1.657], [-4.637, 2.912, -3.243], [0.175, 5.023, 6.869], [-2.156, -6.144, -3.288], [3.417, 2.634, 4.258], [4.143, -3.041, 2.221], [2.855, -3.050, 0.302], [0.870, -1.466, 4.769], [0.901, 6.432, 5.111], [1.501, -5.316, -8.128], [0.814, -4.623, 0.158], [1.573, -1.230, 6.110], [-0.572, 3.191, -4.151], [-0.924, -0.121, -0.869], [-6.040, -4.063, -1.184], [-0.111, 0.302, 0.391], [2.796, 2.800, 5.711], [4.784, 1.998, -1.865], [-4.494, 1.894, -2.249], [-1.244, 5.051, 4.948], [-2.835, -3.430, 0.824], [-2.845, -4.943, -2.981], [-1.421, 3.643, -0.668], [-3.461, 2.416, -1.131], [-4.060, 0.681, -3.017], [-2.828, -0.870, -6.713], [-0.819, -1.473, -2.832], [-0.616, -1.933, 4.829], [-1.515, 3.119, 3.640], [1.268, 0.775, 0.141], [3.535, 5.661, 1.287], [4.434, 0.770, -2.668], [0.155, -5.374, -6.145], [-3.953, -1.373, 1.279], [1.880, -3.829, -0.572], [4.289, 1.243, 2.523], [4.415, 6.827, 1.763], [-4.230, -5.186, -2.323], [-3.685, -0.025, 1.961], [3.634, 2.041, 6.760], [-0.264, 5.837, 5.826], [1.131, -5.481, -4.909], [-2.273, -0.604, -8.171], [-2.098, -3.707, 5.286], [3.982, 8.236, 1.303], [1.699, -6.895, -4.760], [1.334, 4.740, 1.384], [-2.995, -4.180, -4.315], [0.152, 1.875, -4.479], [-3.563, -0.121, 3.434], [4.622, 9.003, 1.737], [2.184, -7.081, -5.718], [3.037, -5.414, -1.031], [-3.400, -1.798, -6.726], [-3.686, 3.235, -3.356], [-3.727, -4.642, -4.977], [-1.839, 4.602, -0.362], [0.692, -0.467, 3.058], [0.691, 7.175, 4.342], [-1.760, 0.356, -8.235], [5.606, 1.853, -1.164], [3.504, 5.563, 0.202], [1.378, 5.612, 4.574], [0.334, 5.007, 1.727], [0.860, 2.842, 5.070], [1.357, 1.385, 5.446], [-1.049, -2.003, 3.832], [-3.893, -0.070, -2.244], [1.632, 3.841, 1.924], [-3.295, 1.602, -0.426], [-1.593, -1.405, -8.462], [1.233, 4.531, 0.319], [1.344, -3.123, -1.207], [4.584, 2.561, 6.889], [0.217, -3.989, 0.812], [1.821, 0.927, 1.068], [0.275, -1.635, 0.850], [-4.028, -1.155, 0.214], [-1.652, 5.810, 4.281], [-2.166, 2.629, 4.364], [-0.367, 3.997, -4.857], [-0.164, 3.598, -3.226], [-3.486, -0.088, -6.334], [-0.851, 6.595, 6.344], [3.816, 1.904, 1.796], [4.593, -3.575, 3.058], [4.199, 0.208, 2.193], [1.329, -5.417, 0.699], [6.044, 5.788, 1.825], [3.148, 1.806, 7.707], [-5.438, 1.793, -1.714], [-3.083, 0.856, -3.467], [-1.659, 3.181, -4.069], [1.031, -0.436, 6.623], [-0.432, 3.837, -1.083], [-2.758, 0.334, 1.514], [-2.159, -4.645, 5.837], [1.190, 2.205, -4.518], [-0.691, 1.072, 0.901], [4.083, -0.092, -2.100], [-1.369, 3.096, 0.273], [-4.065, -5.892, -1.510], [2.604, -0.900, 5.985], [4.263, 6.842, 2.842], [-0.712, -6.000, -5.931], [-2.750, -3.019, -0.181], [-2.066, 3.657, 2.869], [-1.594, -2.105, -2.401], [-2.482, -3.815, 4.272], [-1.878, -0.582, -0.612], [-0.956, 2.347, 3.111], [2.907, 8.396, 1.385], [1.283, 1.700, -0.435], [1.623, 6.859, 5.807], [-1.315, -0.168, -5.879], [1.402, -2.233, 4.206], [4.324, 3.222, 4.113], [5.291, 0.480, -3.276], [2.369, -6.794, -3.907], [-3.142, -0.571, -8.828], [3.835, 4.684, 1.664], [-2.225, -4.343, -2.315], [-0.261, -2.091, -3.535], [1.843, -5.797, -9.045], [0.136, -4.226, -3.928], [-6.384, -3.195, -0.623], [-4.561, -0.247, 3.853], [-4.052, 3.146, -0.579], [-5.581, 0.506, 1.903], [-4.732, 1.675, 2.397], [0.341, 1.780, -6.380], [3.739, -2.784, -0.277], [-4.899, -5.567, -3.095], [-2.102, -4.153, -4.938], [-2.106, 4.669, 5.494], [2.458, -5.295, -7.606], [-0.518, 4.439, 7.314], [2.686, 3.022, 3.548], [2.337, -2.213, 0.771], [-3.820, -3.895, 0.793], [-4.805, 0.278, -3.703], [0.911, -7.628, -4.588], [3.362, -4.198, -1.981], [-3.149, 0.719, 3.991], [4.982, -2.603, 1.679], [3.947, 2.271, -1.222], [-1.192, 0.749, -1.467], [-3.091, -1.055, 3.740], [-4.935, -1.740, 1.578], [1.774, 0.170, 3.963], [1.226, -4.274, -8.294], [0.015, -5.070, -0.433], [6.368, 7.285, 1.946], [-1.330, -1.281, 5.333], [5.413, 3.728, -2.272], [2.021, -4.865, -5.035], [-2.064, -6.658, -2.424], [1.670, -2.145, 6.695], [-3.236, -3.174, -3.970], [4.241, 8.348, 0.250], [-1.091, -1.114, 1.387], [2.669, 3.834, 6.033], [-4.963, 2.540, -4.124], [-0.154, -4.344, -6.318], [3.647, 1.030, -3.377], [-2.064, -4.152, 1.096], [-2.749, -2.992, 5.789], [5.342, 1.476, 2.683], [3.604, -2.207, 2.671], [1.783, 0.062, -0.502], [1.255, -4.924, -3.001], [0.040, 1.081, -3.741], [-1.182, -5.906, -3.410], [-6.071, -4.894, -0.479], [-1.240, -0.595, -3.322], [3.837, 1.048, 6.360], [-6.743, -4.233, -1.999], [0.678, 4.247, 6.463]],
  "mulliken_charge": [0.207, -0.405, -0.477, -0.078, -0.115, -0.450, 0.150, -0.543, -0.384, -0.546, -0.455, -0.296, -0.592, 0.810, 0.489, -0.762, -0.154, -0.526, -0.548, -0.602, -0.873, -0.717, -0.787, 0.804, -0.440, -0.054, 1.169, -0.901, -0.709, -1.068, -1.701, -0.812, 1.361, -1.008, 2.258, 0.530, 0.252, 0.142, -0.976, -0.755, 2.173, -0.199, -0.520, -0.435, -0.326, 0.041, 0.285, -1.081, -1.148, -0.183, -0.802, -0.445, -0.995, 1.582, -0.455, 0.558, -0.937, 2.720, -1.571, 0.514, 0.557, -1.100, -0.541, -1.576, -1.623, -0.311, -1.256, 0.359, -0.778, 0.378, 0.382, 0.275, 0.374, 0.210, 0.450, 0.571, -0.488, 0.389, 0.280, 0.326, 0.327, -0.205, 0.120, -0.274, 0.180, -0.759, -0.306, -0.185, -0.123, 0.240, 0.470, -1.007, 0.371, -0.149, -0.470, -0.935, 0.105, 0.336, 0.426, 0.511, 0.110, 0.226, 0.386, 0.143, 0.354, -0.109, 0.460, 0.255, 0.422, 0.519, -0.056, 0.000, 0.393, -0.089, -1.606, 0.323, 0.464, -1.022, 0.110, -0.150, 0.406, 0.305, 0.240, 0.150, -0.026, 0.426, -0.258, 0.040, -0.793, -0.013, 0.300, 0.549, 0.384, 0.056, 0.125, 0.797, 0.376, 0.405, 0.401, -0.101, -0.839, -0.226, 0.339, -0.271, 0.221, 0.453, 0.692, 0.392, 0.274, 0.273, 0.444, 0.377, -0.153, 0.462, 0.267, 0.327, -1.047, -0.136, 0.451, 0.510, 0.286, 0.225, 0.077, 0.349, -0.085, 0.351, -0.192, 0.741, 0.290, 0.255, 0.231, 0.304, 0.457, 0.308, 0.502, 0.371, 0.441, 0.213, 0.423, -0.989, 0.420, 0.318, 0.361, 0.114, 0.388, 0.285, 0.426, -0.136, -0.123, 0.205, -0.203, 0.402, 0.408, -0.393, 0.191, 0.333, -0.035]
}

=====

Question: What is the formula in the second record?
Answer: C10H21N2O2

=====

Question: What is the formula in the first record?
Answer: C21H21FN2O3

=====

Question: What is the formula in the second record?
Answer: C10H21N2O2